Entry 1:
Density functional theory data (the ωB97M-V functional and the def2-TZVPD basis) for a structure of composition C25H30N6Ru in a non-equilibrium geometry.

CARTESIAN COORDINATES (ANGSTROEM)
1 Ru -0.4055 0.3687 -0.0970
2 C -2.0124 1.6696 3.0900
3 C -2.7187 1.3501 1.7640
4 C -3.0398 -0.1396 1.6217
5 N -1.8596 -0.8156 1.1491
6 C -1.6867 -2.1089 1.2650
7 C -2.6687 -2.9854 1.7887
8 C -2.5662 -4.3018 2.1847
9 C -1.4206 -5.0664 2.3544
10 C -0.1238 -4.7297 1.9687
11 C 0.2769 -3.7109 1.1429
12 C -0.4570 -2.6082 0.6199
13 N -0.0763 -1.9103 -0.4240
14 C 0.8422 -2.4736 -1.3820
15 C 2.1720 -1.7213 -1.4848
16 C 1.9918 -0.3043 -2.0609
17 N 1.6289 0.5930 -0.9998
18 C 2.5021 1.2731 -0.3037
19 C 3.9028 1.2460 -0.5495
20 C 4.8954 2.1129 -0.1570
21 C 4.7736 3.3331 0.4949
22 C 3.6259 3.8544 1.0823
23 C 2.4205 3.2311 1.3116
24 C 1.9413 1.9665 0.8762
25 N 0.9353 1.3363 1.4549
26 C 0.5523 1.6691 2.8079
27 C -0.7359 2.5066 2.9464
28 H -1.7506 0.7357 3.5942
29 H -2.7102 2.2031 3.7382
30 H -2.0550 1.6242 0.9210
31 H -3.6344 1.9347 1.6721
32 H -3.8472 -0.2863 0.8887
33 H -3.3771 -0.5331 2.5877
34 H -3.6584 -2.5516 1.8669
35 H -3.4945 -4.7658 2.4893
36 H -1.5424 -6.0185 2.8495
37 H 0.6535 -5.4091 2.2929
38 H 1.3265 -3.7039 0.8822
39 H 0.3373 -2.4283 -2.3569
40 H 1.0322 -3.5346 -1.1625
41 H 2.8396 -2.3016 -2.1194
42 H 2.6192 -1.6419 -0.4882
43 H 1.1777 -0.3019 -2.7946
44 H 2.9045 0.0180 -2.5751
45 H 4.2399 0.4077 -1.1441
46 H 5.8968 1.8414 -0.4646
47 H 5.6685 3.9340 0.5632
48 H 3.7203 4.8507 1.4958
49 H 1.7086 3.7944 1.9005
50 H 1.3777 2.1944 3.3079
51 H 0.4130 0.7168 3.3349
52 H -0.8271 3.1819 2.0910
53 H -0.6272 3.1230 3.8400
54 N -2.9891 3.3479 -1.7939
55 C -1.9025 4.0547 -1.3733
56 C -0.8883 3.1504 -1.2551
57 N -1.3481 1.9044 -1.5953
58 C -2.6154 2.0582 -1.9155
59 H -3.9033 3.7273 -1.9860
60 H -1.9315 5.1082 -1.1920
61 H 0.1408 3.3166 -0.9890
62 H -3.2673 1.2722 -2.2455

Computed properties:
LUMO level (spin up / spin down): -2.291 / -4.398 eV
2S+1: 6
HOMO (spin up / spin down): -0.3542 / -0.3573 hartree
Maximum force: 1.66 eV/Å
Net charge: +1
Energy: -1393.71295 hartree

=====

Entry 2:
Density functional theory data (the ωB97M-V functional and the def2-TZVPD basis) for a cluster of 2 separate species, CH4FNS2 in total in a non-equilibrium geometry.

CARTESIAN COORDINATES (ANGSTROEM)
1 C 1.3390 0.2909 0.3914
2 N 0.1391 0.9376 -0.1811
3 F -3.9191 2.3611 0.8933
4 S -0.7744 1.7101 0.8866
5 S -0.2257 0.7508 -1.7661
6 H 2.0872 0.7158 -0.1375
7 H 1.2897 0.3614 1.5330
8 H 1.3250 -0.7424 0.1928
9 H -3.0013 2.5837 0.9998

Computed properties:
SMILES string: C[N+](=S)[S-].F
LUMO level (spin up / spin down): -2.096 / -2.099 eV
ΔE to the lowest compared entry with this formula, charge and spin: 94.7 kJ/mol
HOMO (spin up / spin down): -0.3386 / -0.3385 hartree
Maximum force: 3.77 eV/Å
Energy: -991.41242 hartree

=====

Entry 3:
Density functional theory data (the ωB97M-V functional and the def2-TZVPD basis) for the molecule C29H36N2O6 in a non-equilibrium geometry.

CARTESIAN COORDINATES (ANGSTROEM)
1 C -0.3452 -4.6440 0.5465
2 C 0.1062 -3.1946 0.6145
3 H 1.0072 -3.0487 0.0041
4 H 0.3355 -2.9073 1.6515
5 O -0.9432 -2.3770 0.1217
6 C -0.8052 -1.0251 0.3758
7 C -2.1129 -0.2988 0.0387
8 C -3.3049 -0.8926 0.7927
9 C -3.9423 -2.0818 0.0782
10 H -4.2473 -1.7748 -0.9269
11 C -5.1689 -2.5899 0.8365
12 O -6.1777 -1.6155 0.9678
13 H -6.4006 -1.2864 0.0896
14 H -5.5677 -3.4842 0.3341
15 H -4.8970 -2.8622 1.8588
16 H -3.2172 -2.8878 -0.0197
17 H -4.0673 -0.1195 0.9113
18 H -2.9839 -1.2001 1.7904
19 H -2.2713 -0.4023 -1.0395
20 C -1.9292 1.1920 0.3797
21 C -0.5784 1.6527 -0.0753
22 C 0.3891 0.8224 -0.4680
23 O 0.2798 -0.5401 -0.4113
24 C 1.6926 1.4111 -0.9147
25 O 1.9955 2.5304 -0.5228
26 N 2.4960 0.7310 -1.7562
27 C 2.2677 -0.5390 -2.3938
28 H 2.4369 -0.4064 -3.4698
29 C 3.2531 -1.5844 -1.8342
30 N 4.5432 -1.0151 -1.4839
31 C 4.8990 -0.9931 -0.0748
32 C 4.1746 -0.0007 0.8093
33 C 4.7437 1.2346 1.0817
34 C 4.1058 2.1939 1.8629
35 C 2.8657 1.8723 2.3536
36 C 2.2891 0.6294 2.0972
37 C 2.9240 -0.3250 1.3451
38 H 2.4645 -1.2841 1.1739
39 O 1.0641 0.5617 2.7172
40 C 0.8615 1.8357 3.2920
41 O 2.0284 2.6080 3.1463
42 H 0.6255 1.7209 4.3608
43 H 0.0216 2.3383 2.7816
44 H 4.5539 3.1518 2.0637
45 H 5.7187 1.4644 0.6765
46 H 4.7384 -2.0060 0.3056
47 H 5.9732 -0.7875 -0.0332
48 C 4.8329 0.1763 -2.2437
49 C 3.7899 1.3033 -2.0796
50 H 3.7176 1.8852 -3.0074
51 H 4.0519 1.9854 -1.2695
52 H 5.8183 0.5458 -1.9564
53 H 4.8836 -0.1259 -3.2958
54 H 2.8194 -2.0580 -0.9546
55 H 3.4109 -2.3620 -2.5952
56 H 1.2442 -0.8695 -2.2422
57 H -0.3908 2.7135 -0.1186
58 C -3.0171 2.0148 -0.2662
59 C -4.0605 2.5391 0.4842
60 C -5.0711 3.2638 -0.1245
61 C -5.0469 3.4759 -1.4915
62 C -4.0051 2.9634 -2.2470
63 C -2.9986 2.2372 -1.6381
64 H -2.1826 1.8435 -2.2275
65 H -3.9773 3.1314 -3.3138
66 H -5.8342 4.0419 -1.9670
67 H -5.8781 3.6637 0.4717
68 H -4.0836 2.3837 1.5538
69 H -2.0014 1.3090 1.4695
70 H -0.5452 -0.8488 1.4394
71 H -1.2278 -4.7889 1.1634
72 H -0.5921 -4.9047 -0.4788
73 H 0.4489 -5.2956 0.8999

Computed properties:
SMILES string: CCO[C@H]1OC(C(=O)N2CCN(Cc3ccc4c(c3)OCO4)CC2)=C[C@@H](c2ccccc2)[C@@H]1CCCO
LUMO level: 0.697 eV
ΔE to the lowest compared entry with this formula, charge and spin: 12.7 kJ/mol
HOMO: -0.2871 hartree
Maximum force: 1.31 eV/Å
Energy: -1687.58653 hartree

=====

Entry 4:
Density functional theory data (the ωB97M-V functional and the def2-TZVPD basis) for a cluster of 7 separate species, C44H71N9O7S in total in a non-equilibrium geometry.

CARTESIAN COORDINATES (ANGSTROEM)
1 C 3.3465 -3.1570 3.4992
2 C 2.9718 -2.4891 2.3829
3 C 1.6226 -1.7835 2.1561
4 C 0.3708 -2.5513 2.0352
5 C 0.3623 -4.1328 2.0973
6 C 0.3547 -4.7872 0.6444
7 C -0.9611 -4.5122 -0.1712
8 N -0.8316 -3.2902 -1.0037
9 C -1.6564 -3.3665 -2.2410
10 C -2.2600 -1.9275 -2.4570
11 C -1.7001 -1.0063 -3.4414
12 C -2.3008 0.3356 -3.5493
13 C -3.4142 0.7315 -2.7024
14 C -3.9909 -0.2258 -1.7461
15 C -3.4074 -1.5636 -1.6249
16 O -3.9668 -2.4341 -0.6936
17 C -0.9443 -1.9191 1.8496
18 C -1.0032 -0.4619 1.7417
19 C -2.3984 0.2155 1.4998
20 N -2.9697 0.5894 2.8453
21 C 0.2351 0.2952 1.8326
22 C 1.5658 -0.3161 2.0481
23 N 2.7719 0.5061 2.1496
24 C 2.8927 1.4326 1.0324
25 C 4.1759 1.4465 0.3123
26 C 5.3543 0.5276 0.7344
27 C 4.2577 2.3825 -0.8174
28 C 3.1602 3.2803 -1.1885
29 C 1.8825 3.2747 -0.4557
30 C 1.7829 2.3319 0.6483
31 S 0.2679 2.1244 1.6599
32 H 2.6365 -3.2922 4.3755
33 H 4.4059 -3.5195 3.5455
34 H 3.6907 -2.4804 1.5184
35 H 1.3129 -4.4546 2.5924
36 H -0.5526 -4.4099 2.6765
37 H 0.5411 -5.8926 0.7599
38 H 1.2152 -4.4102 0.0167
39 H -1.1793 -5.3766 -0.8712
40 H -1.8784 -4.3891 0.4671
41 H 0.1401 -3.0815 -1.2293
42 H -1.0543 -3.6968 -3.1360
43 H -2.5056 -4.0712 -2.0319
44 H -0.8369 -1.2766 -4.0997
45 H -1.9062 1.0940 -4.2676
46 H -3.8572 1.7555 -2.7573
47 H -4.8623 0.0223 -1.0875
48 H -4.8599 -2.0774 -0.5070
49 H -1.8940 -2.4907 1.7552
50 H -2.3150 1.1355 0.8610
51 H -3.1192 -0.5258 1.0587
52 H -2.1554 0.9180 3.3794
53 H -3.2427 -0.2916 3.2876
54 H 2.6877 1.0435 3.0261
55 H 5.1340 -0.5574 0.5391
56 H 5.6218 0.6272 1.8234
57 H 6.2915 0.7895 0.1691
58 H 5.2103 2.4062 -1.4074
59 H 3.2825 3.9662 -2.0655
60 H 1.0285 3.9538 -0.7240
61 C 1.2058 -3.3200 7.2514
62 O 1.9870 -2.8110 6.4714
63 N 1.0531 -4.6525 7.4445
64 C 0.0994 -5.1890 8.3942
65 C 1.8724 -5.5705 6.6741
66 H 0.5376 -2.7121 7.8838
67 H 0.6314 -5.7830 9.1412
68 H -0.6148 -5.8250 7.8659
69 H -0.4411 -4.3869 8.8960
70 H 2.9265 -5.3708 6.8774
71 H 1.6873 -5.4128 5.6094
72 H 1.6379 -6.6009 6.9373
73 C -0.7441 5.9163 -2.6376
74 O 0.2798 5.4739 -2.1501
75 N -1.6054 5.2161 -3.4095
76 C -2.8078 5.8113 -3.9566
77 C -1.3152 3.8229 -3.6984
78 H -1.0576 6.9618 -2.4796
79 H -3.6787 5.2623 -3.5910
80 H -2.7733 5.7531 -5.0470
81 H -2.8941 6.8558 -3.6581
82 H -1.2532 3.2646 -2.7621
83 H -0.3526 3.7533 -4.2094
84 H -2.0954 3.3965 -4.3275
85 C -7.3365 -2.3494 -0.5967
86 O -6.7190 -1.5661 0.1104
87 N -8.6804 -2.4420 -0.6595
88 C -9.3469 -3.3969 -1.5228
89 C -9.4841 -1.5558 0.1646
90 H -6.8219 -3.0644 -1.2594
91 H -9.9833 -2.8589 -2.2288
92 H -9.9620 -4.0628 -0.9136
93 H -8.6212 -3.9905 -2.0780
94 H -9.2566 -0.5196 -0.0924
95 H -9.2354 -1.7165 1.2152
96 H -10.5441 -1.7478 0.0060
97 C 7.4041 7.1517 -1.6669
98 O 8.1857 7.6476 -2.4580
99 N 7.2256 5.8245 -1.4720
100 C 6.2701 5.3066 -0.5091
101 C 8.0151 4.8904 -2.2516
102 H 6.7574 7.7723 -1.0251
103 H 6.8016 4.7018 0.2296
104 H 5.5406 4.6867 -1.0301
105 H 5.7505 6.1184 0.0011
106 H 9.0757 5.0673 -2.0611
107 H 7.8209 5.0523 -3.3140
108 H 7.7615 3.8651 -1.9852
109 C -1.5402 -8.0756 -2.3561
110 O -0.5348 -7.7240 -1.7708
111 N -1.8946 -7.6835 -3.6041
112 C -3.1120 -8.1448 -4.2399
113 C -1.0251 -6.7725 -4.3257
114 H -2.2674 -8.7669 -1.8977
115 H -2.8581 -8.6722 -5.1625
116 H -3.7426 -7.2841 -4.4754
117 H -3.6607 -8.8195 -3.5833
118 H -0.0391 -7.2280 -4.4380
119 H -0.9186 -5.8487 -3.7551
120 H -1.4395 -6.5501 -5.3081
121 C 3.4388 8.2410 1.7818
122 O 4.4632 7.6132 1.9705
123 N 3.1256 8.9090 0.6441
124 C 1.8815 9.6364 0.4974
125 C 4.0654 8.8947 -0.4609
126 H 2.6559 8.3169 2.5546
127 H 1.3200 9.2212 -0.3430
128 H 2.1015 10.6890 0.3031
129 H 1.2784 9.5594 1.4017
130 H 4.2364 7.8624 -0.7734
131 H 5.0146 9.3213 -0.1292
132 H 3.6774 9.4715 -1.2990

Computed properties:
SMILES string: C=Cc1c(CCCNCc2ccccc2O)cc(CN)c2c1Nc1c(C)cccc1S2.CN(C)C=O.CN(C)C=O.CN(C)C=O.CN(C)C=O.CN(C)C=O.CN(C)C=O
LUMO level: 0.348 eV
ΔE to the lowest compared entry with this formula, charge and spin: 346.2 kJ/mol
HOMO: -0.2710 hartree
Maximum force: 3.37 eV/Å
Energy: -3136.72855 hartree